Record 1
{"formula": "C4H12O3", "method": "wB97M-V/def2-TZVPD", "energy_ha": -385.2684, "smiles": "C/C=C/CO.O.O", "homo_energy_ev": -9.05, "charge": 0, "orbital_gap_ev": 9.8, "lumo_energy_ha": 0.028, "symbols": ["C", "C", "C", "C", "O", "H", "H", "H", "H", "H", "H", "H", "H", "O", "H", "H", "O", "H", "H"], "positions_angstrom": [[2.5110, -0.4859, -0.6230], [1.1555, -0.5717, -0.0422], [0.7530, -0.1729, 1.1582], [-0.5885, -0.4965, 1.8168], [-1.1982, -1.6468, 1.2598], [2.4650, -0.4565, -1.7128], [3.0569, 0.4198, -0.3368], [3.1074, -1.3235, -0.2765], [0.3207, -1.0784, -0.5325], [1.4365, 0.2732, 1.8874], [-1.2677, 0.3569, 1.6918], [-0.3741, -0.6432, 2.8734], [-2.0399, -1.3892, 0.8569], [1.7246, 0.5506, -5.8940], [1.2712, 0.1420, -6.6240], [2.4992, 0.8038, -6.3879], [-3.8649, 2.1548, 3.0963], [-3.2742, 1.9442, 3.8440], [-3.4584, 2.9997, 2.8676]], "forces_ev_per_angstrom": [[0.3331, 0.6144, -0.3953], [-1.6837, -0.0489, 0.9561], [0.3669, -0.1590, 0.9576], [0.4685, 0.5290, -1.0714], [-0.4724, -0.0597, -0.1658], [0.1151, -0.2988, 0.0333], [-0.2247, -0.0627, 0.2169], [0.1487, -0.2757, -0.2452], [0.6165, -0.1666, -0.6043], [0.0849, 0.2250, -0.3960], [0.1116, 0.0110, 0.3238], [-0.2631, -0.1380, 0.1709], [0.3769, -0.1534, 0.2258], [0.0863, 0.0084, -0.1225], [-1.0006, -0.5284, -0.1427], [0.9164, 0.5186, 0.2718], [1.0282, 0.2903, 0.7364], [-0.6054, -0.4546, -0.2462], [-0.4033, 0.1489, -0.5032]]}


Record 2
{"formula": "C17H18NO2W", "method": "wB97M-V/def2-TZVPD", "energy_ha": -930.6411, "homo_energy_ev": [-11.56, -11.23], "charge": 1, "orbital_gap_ev": [7.0, 6.8], "lumo_energy_ha": [-0.167, -0.163], "symbols": ["W", "C", "C", "C", "C", "C", "H", "H", "H", "H", "H", "O", "C", "O", "C", "C", "C", "C", "C", "N", "H", "H", "H", "H", "C", "C", "C", "C", "C", "C", "H", "H", "H", "H", "H", "H", "H", "H", "H"], "positions_angstrom": [[0.4980, -0.9628, 1.0385], [1.6353, -2.4028, -0.5492], [0.4690, -3.0328, -0.0534], [0.5826, -3.1981, 1.3543], [1.8508, -2.6350, 1.7145], [2.4918, -2.1392, 0.5331], [1.7900, -2.0767, -1.5650], [-0.4127, -3.2672, -0.6303], [-0.1288, -3.6730, 2.0102], [2.2314, -2.5589, 2.7233], [3.4580, -1.6679, 0.4690], [-1.6456, 1.7453, 2.7312], [-0.7482, 0.9880, 2.5265], [-0.8451, -0.3392, 2.3619], [0.6885, 1.4566, 2.4209], [1.0508, 2.7619, 2.7011], [2.3984, 3.0661, 2.7559], [3.3369, 2.0625, 2.5257], [2.9059, 0.8004, 2.1837], [1.5966, 0.5044, 2.1195], [0.2729, 3.4847, 2.9007], [2.7218, 4.0713, 2.9896], [4.3967, 2.2620, 2.5882], [3.5962, 0.0048, 1.9482], [-1.4407, 0.3201, -3.8779], [-2.1468, 0.2759, -2.5134], [-3.1997, -0.8406, -2.4935], [-2.8054, 1.6309, -2.2083], [-1.1473, 0.0011, -1.4818], [-0.2941, -0.2063, -0.6313], [-2.1728, 0.5645, -4.6485], [-0.9947, -0.6436, -4.1232], [-0.6624, 1.0824, -3.8928], [-3.9696, -0.6085, -3.2300], [-3.6753, -0.9197, -1.5161], [-2.7614, -1.8045, -2.7533], [-3.5659, 1.8312, -2.9635], [-2.0725, 2.4368, -2.2358], [-3.2824, 1.6262, -1.2287]], "forces_ev_per_angstrom": [[-0.4775, -0.6670, 0.5931], [0.0473, 0.1474, -0.0168], [-0.1854, 0.0719, 0.0155], [0.1129, 0.1770, -0.0282], [-0.0886, 0.0804, 0.1005], [-0.1237, 0.0948, -0.0084], [0.0306, -0.1020, -0.0154], [0.0784, -0.0900, -0.0589], [0.0419, -0.0652, -0.0144], [0.0633, -0.0797, -0.0280], [0.0265, -0.0576, -0.0135], [-0.0350, -0.1035, 0.0602], [0.0830, 0.1569, 0.0207], [0.3256, 0.1134, -0.3932], [0.0620, 0.1228, 0.2497], [0.0270, -0.1485, 0.0607], [0.0336, 0.0068, -0.0162], [-0.0264, -0.0071, 0.0040], [-0.0765, 0.0926, -0.0046], [-0.0779, 0.2489, -0.2362], [-0.0088, -0.0026, 0.0160], [0.0151, -0.0025, -0.0002], [0.0020, 0.0075, -0.0010], [0.0123, 0.0121, -0.0054], [-0.0524, 0.0252, -0.0251], [0.0682, 0.1030, 0.0383], [-0.0621, -0.0274, -0.0078], [-0.0156, -0.0010, -0.0232], [0.0278, 0.0340, -0.0331], [0.1294, -0.1252, -0.2733], [-0.0037, -0.0121, 0.0016], [0.0133, -0.0019, 0.0125], [0.0055, 0.0008, 0.0034], [0.0028, -0.0116, -0.0092], [0.0058, 0.0091, 0.0039], [0.0158, 0.0000, 0.0185], [-0.0015, 0.0091, 0.0015], [0.0076, 0.0017, 0.0070], [-0.0024, -0.0105, 0.0047]]}